{
  "formula": "C14H14BNO3",
  "method": "the ωB97M-V functional and the def2-TZVPD basis",
  "homo_ev": -8.70,
  "orbital_gap_ev": 9.209,
  "lumo_ev": 0.5,
  "charge": 0,
  "e_above_lowest_kj_mol": 0.00,
  "spin_multiplicity": 1,
  "e_tot_ha": -847.28633,
  "species": ["O", "O", "O", "B", "C", "C", "C", "C", "C", "C", "C", "C", "C", "C", "C", "C", "N", "C", "C", "H", "H", "H", "H", "H", "H", "H", "H", "H", "H", "H", "H", "H", "H"],
  "xyz": [[0.657, -5.415, -1.956], [-1.185, -0.140, -1.050], [1.441, -5.509, 0.401], [0.781, -4.862, -0.681], [1.473, 2.513, -0.640], [0.095, -0.994, 0.854], [0.852, 1.305, -0.838], [-0.426, -2.463, -1.017], [0.663, -2.054, 1.531], [0.697, 3.675, -0.546], [-1.292, 2.325, -0.623], [-0.508, -1.190, -0.397], [-0.547, 1.145, -0.866], [0.223, -3.461, -0.345], [0.738, -3.284, 0.912], [-0.682, 3.569, -0.499], [-2.124, 4.578, 1.233], [1.437, -4.529, 1.415], [-1.518, 4.761, -0.097], [0.308, -4.861, -2.664], [2.532, 2.599, -0.543], [0.024, -0.017, 1.297], [1.452, 0.408, -0.848], [-0.817, -2.617, -1.985], [0.900, -1.963, 2.569], [1.108, 4.646, -0.359], [-2.348, 2.225, -0.552], [-2.586, 3.721, 1.286], [-1.455, 4.542, 1.963], [0.961, -4.946, 2.296], [2.450, -4.287, 1.657], [-0.958, 5.708, -0.125], [-2.346, 4.873, -0.786]]
}